(1)
33
Properties=species:S:1:pos:R:3:lowdin_charge:R:1 method="wB97M-V/def2-TZVPD" charge=+1 s_squared=1.0136 fmax_ev_per_a=1.2 spin_multiplicity=2 de_lowest_kj_mol=227.6 energy_ha=-3174.30770
V -0.315 1.289 -0.124 0.799
C 1.848 -2.344 0.597 0.029
C 0.896 -1.270 0.209 -0.197
N 1.217 -0.042 0.068 -0.096
N 2.512 0.411 0.062 0.049
C 2.730 1.314 -0.935 -0.754
N 3.968 1.769 -1.081 0.150
S 1.437 1.780 -1.914 0.870
C -0.521 -1.517 -0.207 -0.178
C -1.168 -2.726 -0.146 0.033
C -2.431 -2.834 -0.728 0.000
C -2.981 -1.749 -1.378 0.006
C -2.277 -0.552 -1.386 -0.054
N -1.094 -0.436 -0.791 -0.008
H 2.249 -2.150 1.594 0.110
H 2.680 -2.375 -0.112 0.108
H 1.378 -3.321 0.609 0.083
H 3.223 -0.015 0.635 0.168
H 4.716 1.529 -0.452 0.129
H 4.139 2.485 -1.768 0.122
H -0.715 -3.574 0.345 0.122
H -2.968 -3.771 -0.678 0.128
H -3.943 -1.810 -1.864 0.127
H -2.671 0.342 -1.849 0.142
O -1.597 3.774 1.078 -0.386
N -0.646 3.106 0.263 -0.553
O -1.028 2.901 -0.992 -0.120
O 0.605 3.018 0.613 -0.099
O -0.558 0.595 1.840 -0.399
S -1.929 1.167 2.074 0.336
O -2.465 1.309 0.705 -0.350
O -2.702 0.529 3.077 -0.258
S -1.589 3.168 2.638 0.938

***

(2)
20
Properties=species:S:1:pos:R:3:lowdin_charge:R:1 method="wB97M-V/def2-TZVPD" fmax_ev_per_a=4.9 spin_multiplicity=1 de_lowest_kj_mol=564.6 energy_ha=-706.68891
C -0.261 0.779 -0.004 -0.114
C -0.284 -1.397 -0.222 -0.343
C 1.874 0.089 0.182 -0.526
C -1.597 2.714 -0.211 0.040
C -2.602 -1.721 0.456 0.010
C -1.476 1.402 -0.347 -0.159
C -1.454 -2.167 -0.164 -0.260
C 3.335 0.520 0.158 -0.085
N 0.962 1.007 0.069 0.035
P 1.355 -1.494 -0.386 0.958
H -2.521 3.242 -0.429 0.066
H -0.766 3.249 0.004 0.026
H -3.482 -2.354 0.519 0.048
H -2.730 -0.811 0.902 0.010
H -2.124 0.685 -0.761 0.081
H -1.376 -3.126 -0.625 0.079
H 3.892 0.505 1.176 0.109
H 3.268 1.493 -0.096 0.025
H 3.848 -0.127 -0.451 0.026
H 2.138 -2.487 0.229 -0.025

***

(3)
20
Properties=species:S:1:pos:R:3:lowdin_charge:R:1 method="wB97M-V/def2-TZVPD" s_squared=2.0226 fmax_ev_per_a=2.4 spin_multiplicity=3 de_lowest_kj_mol=382.0 energy_ha=-706.67446
C -1.299 0.775 -1.980 -0.081
C -1.755 1.678 -1.051 -0.127
C -0.484 -0.489 -1.842 -0.111
C -1.702 1.821 0.401 -0.195
C 0.066 -0.797 -0.723 0.031
C -0.791 1.312 1.170 -0.260
C 0.796 -1.383 0.382 -0.400
C 2.300 -1.006 0.358 -0.065
N 0.104 -0.995 1.684 -0.323
P 0.029 0.493 2.410 0.792
H -1.508 1.127 -2.999 0.091
H -2.580 2.239 -1.479 0.086
H -0.304 -1.203 -2.647 0.101
H -2.408 2.564 0.721 0.086
H 0.662 -2.489 0.474 0.141
H 2.479 -0.296 1.195 0.029
H 2.663 -0.546 -0.634 0.111
H 2.873 -1.917 0.596 0.073
H -0.552 -1.675 2.024 0.057
H 1.409 0.787 1.940 -0.034

***

(4)
20
Properties=species:S:1:pos:R:3:lowdin_charge:R:1 method="wB97M-V/def2-TZVPD" fmax_ev_per_a=5.3 spin_multiplicity=1 de_lowest_kj_mol=297.4 energy_ha=-461.22527 smiles="c1ccccc1.CC(=O)O"
C 0.592 -2.141 -0.162 -0.499
C 1.863 -2.881 -0.495 0.023
C 0.814 1.595 0.542 -0.048
C 0.284 2.629 -0.349 -0.065
C -1.085 2.562 -0.742 -0.175
C -1.960 1.911 -0.033 -0.131
C -1.538 0.869 0.843 -0.099
C -0.218 0.701 0.917 -0.233
H -1.212 -2.400 0.371 0.110
H 2.694 -2.208 -0.436 0.077
H 1.932 -3.734 0.185 0.086
H 1.855 -3.331 -1.534 0.114
H 1.950 1.467 0.830 0.137
H 0.872 3.282 -1.120 0.122
H -1.456 3.392 -1.282 0.086
H -3.019 2.079 -0.356 0.119
H -2.303 0.314 1.377 0.105
H -0.024 -0.210 1.552 0.125
O 0.476 -0.954 -0.099 0.051
O -0.518 -2.941 -0.009 0.096

***

(5)
21
Properties=species:S:1:pos:R:3:lowdin_charge:R:1 method="wB97M-V/def2-TZVPD" fmax_ev_per_a=7.3 spin_multiplicity=1 de_lowest_kj_mol=940.2 energy_ha=-536.19596
C 2.050 -0.745 -0.220 -0.456
C 1.582 1.371 -0.277 -0.026
C 0.380 0.753 0.592 -0.217
C -1.013 1.440 0.187 -0.046
C -1.806 0.253 -0.574 -0.190
C -1.856 -1.014 0.226 -0.259
C -0.504 -1.789 0.386 -0.095
C 0.381 -0.719 -0.119 -0.280
H 1.595 1.298 -1.514 0.197
H 2.051 2.278 0.155 0.120
H 0.586 0.639 1.690 0.157
H -0.628 2.205 -0.598 0.137
H -1.490 1.736 1.026 0.063
H -1.521 0.054 -1.641 0.146
H -2.088 -0.534 1.276 0.169
H 0.179 -3.126 -0.255 0.260
H -0.100 -1.797 1.575 0.168
H -0.072 -0.126 -1.075 0.135
O 2.581 -1.876 -0.290 0.032
O 2.792 0.335 -0.063 0.015
O -3.098 -0.636 -0.488 -0.030

***

(6)
24
Properties=species:S:1:pos:R:3:lowdin_charge:R:1 method="wB97M-V/def2-TZVPD" charge=+3 fmax_ev_per_a=8.8 spin_multiplicity=1 de_lowest_kj_mol=91.4 energy_ha=-1769.39186
Sc -0.557 -0.920 0.037 0.793
C -2.088 -2.298 -0.439 0.039
O -2.804 -3.142 -0.766 0.318
C 0.846 -2.827 -0.799 0.025
O 1.117 -3.873 -1.225 0.248
C 0.070 -2.195 1.851 0.073
O 0.223 -2.915 2.759 0.265
C -0.170 -0.774 -2.294 0.055
O -0.230 -0.815 -3.456 0.260
C 3.143 0.924 0.301 -0.046
H 2.542 1.521 -0.401 0.054
H 2.740 0.952 1.322 0.056
C 3.652 -0.240 -0.144 -0.034
H 3.588 -1.140 0.545 0.078
H 3.421 -0.546 -1.212 0.075
C -1.078 2.414 1.654 -0.270
S -1.937 1.015 0.914 0.817
C -2.310 1.602 -0.795 -0.302
H -0.283 2.087 2.328 0.070
H -1.901 2.867 2.221 0.081
H -0.673 3.108 0.913 0.085
H -2.631 0.749 -1.467 0.064
H -3.203 2.255 -0.565 0.103
H -1.479 2.192 -1.281 0.096